{"formula": "C53H44MnN5O3P2S", "method": "the ωB97M-V functional and the def2-TZVPD basis", "total_charge": 1, "multiplicity": 4, "s_squared": 4.164, "e_lumo_ev": [-5.14, -3.04], "gap_ev": [5.8, 8.0], "total_energy_ha": -4777.28548, "homo_energy_ha": [-0.4011, -0.4047], "elements": ["Mn", "S", "P", "P", "O", "O", "O", "N", "N", "N", "N", "N", "C", "C", "C", "C", "C", "C", "C", "C", "C", "C", "C", "C", "C", "C", "C", "C", "C", "C", "C", "C", "C", "C", "C", "C", "C", "C", "C", "C", "C", "C", "C", "C", "C", "C", "C", "C", "C", "C", "C", "C", "C", "C", "C", "C", "C", "C", "C", "C", "C", "C", "C", "C", "C", "H", "H", "H", "H", "H", "H", "H", "H", "H", "H", "H", "H", "H", "H", "H", "H", "H", "H", "H", "H", "H", "H", "H", "H", "H", "H", "H", "H", "H", "H", "H", "H", "H", "H", "H", "H", "H", "H", "H", "H", "H", "H", "H", "H"], "positions_angstrom": [[0.98541, -0.07528, -0.24198], [1.91490, 1.60260, 1.64772], [0.95301, -1.55351, -2.20706], [-0.42701, -0.72876, 1.79730], [-0.70174, -2.66347, -0.27004], [-0.54060, 0.93124, -0.84164], [-0.53857, 3.08584, -0.22938], [1.71337, 4.27156, 1.99511], [2.33898, 3.55842, -0.05943], [3.44269, 2.08829, -5.57322], [3.34628, 1.91381, -3.11771], [2.24697, 0.77919, -1.29747], [-4.71424, 2.72256, -2.90970], [5.06646, -1.94538, -4.25808], [1.94525, 3.24409, 1.17497], [-3.01972, 2.82538, 3.15951], [2.83596, -1.04725, -4.26666], [-2.34293, 2.30249, -1.52781], [-0.90488, 0.90350, -4.90330], [-4.00310, -3.54778, 1.08199], [3.54814, -2.49128, -2.47864], [-1.21975, -1.69318, -3.96715], [1.65905, 3.67847, 5.67699], [-0.07586, 0.42129, -3.90625], [-1.41549, 0.67505, 2.42664], [-4.07664, 1.49281, -2.98326], [-2.89351, 1.28026, -2.29198], [2.56227, -1.69052, -3.06306], [0.44253, -1.49582, 3.21265], [-2.99788, 3.52855, -1.43661], [-4.17926, 3.73812, -2.12653], [0.76614, -5.62926, -2.72688], [-1.84360, -1.87760, 1.58378], [-2.06554, -1.19687, -4.94836], [-2.02662, 2.37295, 4.01159], [2.37418, -1.43237, 0.52442], [-3.24651, 2.17551, 1.95461], [-1.90065, 0.09210, -5.42964], [1.02725, -4.29091, -2.96630], [-0.24009, -3.71494, -1.00943], [-0.20299, -0.89300, -3.45051], [-0.43945, -5.05594, -0.71819], [0.83808, 5.54308, 3.81369], [1.47030, 4.37728, 3.38691], [-4.00840, -2.72653, 2.20078], [2.74640, 1.26189, -2.25661], [-2.94125, -1.87778, 2.43907], [0.26181, -2.85481, 3.47006], [-1.04818, 2.13090, -0.79938], [3.38829, 1.98450, -4.42359], [2.08034, -1.41988, 4.98802], [-2.45458, 1.10114, 1.59550], [1.37280, -0.78865, 3.97812], [0.98382, -3.48564, 4.47098], [1.89656, -2.77323, 5.23255], [-1.22048, 1.30273, 3.64952], [0.60544, 5.76507, 5.15871], [0.06960, -6.00789, -1.58711], [1.00727, 4.82605, 6.09816], [-1.83230, -2.74654, 0.50121], [4.08817, -1.16678, -4.85379], [0.54123, -3.32398, -2.09105], [-2.92115, -3.55860, 0.21841], [1.89839, 3.45041, 4.33005], [4.78786, -2.62317, -3.07794], [2.41839, 2.80378, -0.71538], [-5.62831, 2.89146, -3.46421], [0.11611, 6.67638, 5.47466], [-0.08597, -7.05670, -1.37316], [2.63440, -1.09570, 1.52848], [-2.55665, 0.47219, -6.20147], [-4.85227, -4.18609, 0.87792], [-0.77787, 1.91571, -5.26314], [-0.97450, -5.35314, 0.17289], [-0.45359, 0.95667, 4.32645], [5.53817, -3.25800, -2.62544], [-0.45026, -3.42735, 2.89016], [1.99361, 2.95074, 6.40555], [0.83405, -4.54136, 4.65575], [-2.56215, 4.30022, -0.81696], [2.43954, 2.57215, 4.02132], [-4.03875, 2.50143, 1.29318], [2.78853, -0.85578, 5.58111], [0.81849, 4.99810, 7.14938], [1.96652, -2.44376, 0.61192], [-2.38957, 0.32349, -2.34653], [-4.50636, 0.69314, -3.57320], [3.28580, -1.46075, -0.06815], [-4.85136, -2.72972, 2.87796], [1.62525, 5.16015, 1.52371], [3.33973, -3.03343, -1.56512], [-2.85503, -1.82729, -5.33611], [2.14463, 4.46984, -0.44415], [1.12584, -6.37819, -3.41891], [2.07500, -0.46659, -4.76758], [1.60745, -3.99496, -3.82966], [0.66274, 1.08209, -3.47807], [-3.63088, 3.67162, 3.44572], [6.03930, -2.03526, -4.72266], [-2.65101, 0.57677, 0.66827], [0.52499, 6.28216, 3.08427], [4.28952, -0.63932, -5.77646], [-4.68817, 4.69029, -2.05145], [-2.95683, -1.21039, 3.29060], [1.56301, 0.25323, 3.77448], [-2.93026, -4.18222, -0.66461], [2.46649, -3.26686, 6.00812], [-1.87445, 2.85718, 4.96633], [-1.34554, -2.70644, -3.60906]], "atomic_forces_ev_per_a": [[0.0, 0.2, 1.6], [-0.2, -0.5, 0.0], [0.1, -0.5, -1.1], [-0.7, 0.0, 0.6], [-0.1, -0.2, 0.0], [-0.1, -0.4, 0.0], [0.1, -0.3, 0.0], [-0.2, 0.1, -0.1], [-0.2, 0.2, 0.1], [0.0, 0.0, 0.1], [0.4, 0.4, 0.3], [0.7, 0.5, -1.2], [0.0, 0.0, 0.0], [0.0, 0.0, -0.1], [0.3, -0.1, -0.3], [-0.1, 0.0, 0.0], [-0.1, -0.1, 0.1], [-0.1, 0.0, -0.1], [0.0, 0.0, 0.0], [0.0, 0.0, 0.0], [0.0, 0.0, 0.0], [0.1, 0.0, 0.1], [-0.1, 0.0, 0.0], [0.0, 0.0, 0.0], [0.1, 0.1, -0.2], [-0.1, 0.0, 0.0], [0.0, 0.0, 0.1], [0.0, 0.1, 0.2], [0.2, 0.0, -0.2], [0.0, 0.0, 0.0], [0.0, 0.0, 0.0], [0.0, 0.0, -0.1], [0.4, -0.1, -0.5], [-0.1, 0.0, 0.0], [0.1, 0.1, 0.1], [0.1, -0.4, 0.3], [0.0, 0.0, 0.0], [0.0, 0.0, 0.0], [0.0, 0.0, 0.0], [0.2, -0.1, -0.3], [0.0, 0.2, 0.2], [-0.1, 0.0, 0.2], [-0.1, 0.0, -0.1], [-0.1, -0.1, 0.3], [0.0, 0.1, 0.1], [-0.1, -0.2, 0.0], [0.0, -0.1, 0.0], [-0.1, 0.0, -0.1], [0.2, 0.5, 0.1], [-0.2, -0.1, -0.3], [0.0, 0.0, 0.0], [0.1, 0.0, 0.0], [0.0, 0.0, 0.0], [0.0, -0.1, 0.1], [0.0, 0.1, 0.0], [0.1, 0.0, -0.1], [0.0, 0.0, 0.0], [0.0, 0.1, 0.0], [-0.1, 0.0, 0.0], [-0.3, 0.1, 0.4], [0.0, 0.0, -0.1], [-0.1, 0.3, 0.5], [0.1, 0.0, -0.2], [0.1, 0.0, -0.2], [0.0, 0.0, 0.0], [-0.1, -0.1, 0.0], [0.0, 0.0, 0.0], [0.0, 0.0, 0.0], [0.0, 0.0, 0.0], [-0.2, 0.2, 0.0], [0.0, 0.0, 0.0], [0.0, 0.0, 0.0], [0.0, 0.0, 0.0], [0.0, 0.0, 0.0], [0.0, 0.1, 0.0], [0.0, 0.0, 0.0], [0.0, 0.0, 0.0], [0.0, 0.0, 0.0], [0.0, 0.0, 0.0], [0.0, 0.0, 0.0], [0.1, -0.1, 0.0], [0.0, 0.0, 0.0], [0.0, 0.0, 0.0], [0.0, 0.0, 0.0], [-0.2, 0.1, -0.1], [0.0, 0.0, 0.0], [0.0, 0.0, 0.0], [-0.2, 0.3, -0.2], [0.0, 0.0, 0.0], [0.1, 0.1, 0.0], [0.0, 0.0, 0.0], [0.0, 0.0, 0.0], [0.0, 0.0, 0.0], [0.0, 0.0, 0.0], [0.0, 0.1, 0.0], [0.0, 0.0, 0.0], [0.0, 0.0, 0.0], [0.0, 0.0, 0.0], [0.0, 0.0, 0.0], [0.0, 0.1, 0.0], [0.0, 0.0, 0.0], [0.0, 0.0, 0.0], [0.0, 0.0, 0.0], [0.0, 0.0, 0.0], [0.0, 0.1, 0.0], [0.0, 0.0, 0.0], [0.0, 0.0, 0.0], [0.1, 0.0, 0.0], [0.0, 0.0, 0.0]], "mulliken_charge": [-0.0868, 0.0331, 2.4764, 2.1763, 1.7028, 0.6718, -0.6205, -0.0507, -0.1927, -0.5830, -0.8107, -0.5705, -0.5923, -0.7236, 0.0987, -1.1036, -0.6144, 0.7797, -0.8054, -0.8615, -0.2541, -1.0012, -0.6957, 0.0273, 0.7806, -0.9683, 0.2447, 0.6429, 1.3149, -0.5222, -0.8063, -0.8944, -1.3885, -0.7595, -0.5096, -1.3651, -0.5979, -0.9609, -0.3095, 0.3411, 0.2509, -0.5925, -0.5296, 0.6601, -0.9903, 1.4280, 0.0861, -1.0086, -1.2136, 0.5809, -1.0382, -0.4900, -0.0023, -0.8170, -0.7617, -0.7319, -0.6890, -0.8249, -0.5698, 0.3325, -0.6137, -0.9810, -0.5709, -0.3142, -1.0342, -0.1420, 0.4156, 0.4039, 0.4570, 0.5069, 0.4173, 0.4553, 0.4734, 0.5895, 0.3124, 0.4578, 0.3537, 0.4204, 0.4441, 0.4629, 0.5469, 0.5400, 0.4726, 0.4117, 0.4477, 0.3430, 0.5093, 0.4228, 0.4776, 0.2613, 0.5232, 0.4630, 0.2368, 0.4902, 0.6360, 0.6370, 0.1101, 0.4127, 0.4127, 0.5388, 0.3626, 0.5087, 0.4344, 0.6165, 0.0763, 0.5922, 0.4054, 0.4577, 0.4180]}